Entry 1:
Here is C44H55ClNO9P3STi as an isolated structure in a non-equilibrium geometry from the Open Molecules 2025 dataset. Energies are from the ωB97M-V functional and the def2-TZVPD basis.

Structure (ORCA input):
```
! RIJCOSX wB97M-V def2-TZVPD def2/J DEFGRID3
* xyz 1 2
Ti 1.0404 -0.8806 0.2489
O 3.8435 -2.0308 3.3844
S 3.0978 -0.9320 2.7788
O 3.7450 0.2334 2.2240
O 2.1085 -1.5303 1.8435
C 2.2365 -0.1329 4.0987
C 2.5147 -0.4421 5.4016
C 2.0106 0.3156 6.4566
C 1.0891 1.3354 6.2074
C 0.7840 1.6826 4.8763
C 1.4092 1.0046 3.8435
P 0.9099 1.3377 2.0559
C -0.8027 1.8316 2.3170
C -1.2196 3.2024 2.3171
C -2.5648 3.5154 2.5919
C -3.4800 2.4825 2.8514
C -3.0916 1.1784 2.8257
C -1.7599 0.8365 2.5268
C 1.7938 2.9357 1.6503
C 2.7562 3.6074 2.3566
C 3.5324 4.5791 1.6838
C 3.2255 5.0384 0.4412
C 2.1300 4.4882 -0.2109
C 1.4164 3.4828 0.3983
H 3.1993 -1.2615 5.6244
H 2.0988 -0.0066 7.4760
H 0.4925 1.7022 7.0283
H 0.0678 2.4657 4.7093
H -0.5004 3.9372 2.0155
H -2.8308 4.5726 2.4907
H -4.4786 2.6736 3.1560
H -3.8540 0.3893 2.9721
H -1.4307 -0.1969 2.5827
H 2.9684 3.3074 3.3624
H 4.3664 5.1249 2.2059
H 3.9135 5.7576 0.0156
H 1.8247 4.7446 -1.2170
H 0.6679 2.9618 -0.2161
C 4.4539 1.3320 -0.5843
P 3.3942 -0.0607 -0.9824
C 3.3927 0.0686 -2.8448
C 4.5041 -1.5271 -0.6900
C 4.0343 -2.7828 -1.3531
P 2.2346 -3.1938 -0.8601
C 1.8705 -4.3104 -2.2200
C 2.6594 -4.3085 0.5075
H 5.3829 1.3135 -1.0413
H 4.5201 1.2090 0.4872
H 4.0199 2.2741 -0.7630
H 4.3141 0.5053 -3.1275
H 2.5070 0.6659 -3.1354
H 3.3073 -0.8796 -3.2885
H 4.4960 -1.7935 0.4084
H 5.4704 -1.1451 -0.8720
H 4.6573 -3.5564 -0.9351
H 4.0280 -2.8801 -2.4583
H 2.6649 -5.0265 -2.2797
H 1.6435 -3.7150 -3.1094
H 0.9153 -4.7828 -1.9626
H 3.3908 -5.1232 0.1716
H 1.7140 -4.6730 0.9082
H 3.2509 -3.7425 1.1980
C -0.3228 -3.9184 2.6965
O -0.3606 -4.5755 1.4355
C -1.3683 -5.5328 1.1635
C -1.2011 -6.1061 -0.1793
O -1.3847 -5.0488 -1.1221
C -1.4847 -5.5648 -2.4360
H -0.0047 -4.5714 3.5582
H -1.2838 -3.3757 2.9047
H 0.4371 -3.1027 2.6225
H -2.3793 -5.1816 1.2845
H -1.2961 -6.3316 1.9044
H -1.9482 -6.8640 -0.3443
H -0.2116 -6.4697 -0.3635
H -0.5677 -6.2006 -2.6764
H -1.3865 -4.7276 -3.1236
H -2.4459 -6.0423 -2.7614
C -2.9500 4.6234 -5.6274
O -2.2998 4.5479 -4.3333
C -3.1556 4.2757 -3.2437
C -4.5331 4.6033 -3.1877
C -5.2395 4.3604 -1.9831
C -4.6558 3.8871 -0.8316
C -3.3167 3.5374 -0.8643
C -2.5830 3.7766 -2.0606
N -1.1999 3.3377 -2.1908
C -0.7278 2.1769 -2.4055
C -1.3756 0.8739 -2.6498
C -2.6598 0.7219 -3.1811
C -3.2035 -0.4862 -3.3959
C -2.4889 -1.6082 -3.0940
C -1.2279 -1.5429 -2.6184
C -0.6778 -0.3112 -2.2298
O 0.3466 -0.2010 -1.4407
H -2.0971 4.5613 -6.2855
H -3.4820 5.5795 -5.7481
H -3.6464 3.7609 -5.7233
H -4.9983 4.9967 -4.0888
H -6.3364 4.5912 -1.9872
H -5.1371 3.6416 0.0931
H -2.7865 3.2346 0.0226
H -0.5225 4.0428 -1.9321
H 0.3124 2.0623 -2.3830
H -3.2704 1.5824 -3.2610
H -4.2488 -0.5753 -3.5605
H -2.9091 -2.5950 -3.3516
H -0.7334 -2.3803 -2.1907
Cl -4.2970 -1.9553 -0.3210
C -2.7636 -2.3246 0.4565
C -1.8385 -1.1191 0.2744
O -2.1623 -0.0123 -0.0116
O -0.6997 -1.4527 0.7642
H -2.3832 -3.1764 -0.0236
H -2.8996 -2.5993 1.4844
*
```

Properties
relative energy (zero: lowest compared OMol25 entry of this formula, charge and spin) = 18.93 kcal per mole
E_LUMO (spin up / spin down) = -3.00 / -2.98 eV
⟨S²⟩ = 0.753
Kohn-Sham gap (spin up / spin down) = 7.497 / 7.752 eV

=====

Entry 2:
Here is C8H11IO2S as an isolated structure in a non-equilibrium geometry from the Open Molecules 2025 dataset. Energies are from the ωB97M-V functional and the def2-TZVPD basis.

Structure (ORCA input):
```
! RIJCOSX wB97M-V def2-TZVPD def2/J DEFGRID3
* xyz 0 1
C -0.8139 1.2173 -0.8391
C 1.2162 1.3402 -2.2396
C -2.5652 -0.3525 -0.3727
C -2.1503 -0.4099 1.0583
C -0.0979 0.6429 0.3878
C 1.2918 0.0581 0.0939
C 1.1635 -1.1589 -0.7115
C 2.0262 -0.1848 1.4268
O -1.9440 0.8269 -1.0924
O -0.7388 -0.4235 1.1095
S 2.1714 1.4688 -0.8629
I 1.5502 2.9351 -3.5328
H -2.1412 -1.2501 -0.7552
H -3.6885 -0.4291 -0.4942
H -2.5000 0.3860 1.6234
H -2.4975 -1.3812 1.5708
H 0.0099 1.5244 0.9295
H 0.6042 -2.0095 -0.1939
H 2.0730 -1.5674 -1.0655
H 0.5679 -0.8520 -1.5145
H 1.2960 -0.6540 2.0969
H 2.0831 0.7765 2.1255
H 3.0836 -0.5033 1.2518
*
```

Properties
relative energy (zero: lowest compared OMol25 entry of this formula, charge and spin) = 105.45 kcal per mole
E_LUMO (spin up / spin down) = -0.03 / -0.03 eV
Kohn-Sham gap (spin up / spin down) = 7.304 / 7.303 eV

=====

Entry 3:
Here is an isolated ion of composition C6H10 and charge +1 in a non-equilibrium geometry from the Open Molecules 2025 dataset. Energies are from the ωB97M-V functional and the def2-TZVPD basis.

Structure (ORCA input):
```
! RIJCOSX wB97M-V def2-TZVPD def2/J DEFGRID3
* xyz 1 2
C -1.1111 -0.4697 0.6525
C 0.3711 -0.2241 0.3789
C 0.5712 1.0091 -0.4983
C -0.6283 1.5779 -1.1663
C 1.1296 -1.5286 0.0810
C 1.2062 -1.2671 1.5269
H -1.5566 -0.7771 -0.2983
H -1.2859 -1.3432 1.3583
H -1.5249 0.5229 1.0918
H 1.3566 1.6946 -0.2929
H -1.4502 1.7916 -0.4999
H -0.4012 2.5559 -1.6141
H -1.1544 1.0258 -2.0237
H 0.5813 -2.3597 -0.3466
H 1.9826 -1.3890 -0.5044
H 1.9141 -0.8193 2.1553
*
```

Properties
relative energy (zero: lowest compared OMol25 entry of this formula, charge and spin) = 91.31 kcal per mole
E_LUMO (spin up / spin down) = -6.62 / -6.77 eV
⟨S²⟩ = 0.772
Kohn-Sham gap (spin up / spin down) = 8.117 / 7.879 eV

=====

Entry 4:
Here is C25H45N3OReSe2Si as an isolated structure in a non-equilibrium geometry from the Open Molecules 2025 dataset. Energies are from the ωB97M-V functional and the def2-TZVPD basis.

Structure (ORCA input):
```
! RIJCOSX wB97M-V def2-TZVPD def2/J DEFGRID3
* xyz 2 2
Re 0.1742 0.1618 -0.1765
C -0.1931 -2.8003 1.3872
N -1.1517 -1.8741 0.7587
C -2.0090 -2.6609 -0.1415
C -1.8723 -1.1814 1.7988
C -3.1412 -1.5345 2.2422
C -3.7850 -0.7649 3.2033
C -3.1673 0.3644 3.7172
C -1.8924 0.7151 3.2919
C -1.2317 -0.0750 2.3602
N 0.0236 0.2601 1.7970
C 1.1404 0.6097 2.5570
C 1.1676 0.8615 3.9270
C 2.3398 1.3129 4.5136
C 3.4863 1.4968 3.7544
C 3.4876 1.1769 2.4028
C 2.3213 0.7251 1.8183
N 2.2587 0.1999 0.4409
C 2.7842 -1.2033 0.5228
C 3.1566 0.9030 -0.5118
H -0.7314 -3.5889 1.9196
H 0.4216 -2.2681 2.1091
H 0.4293 -3.2539 0.6194
H -2.4399 -3.5265 0.3674
H -1.3940 -3.0306 -0.9602
H -2.8172 -2.0526 -0.5397
H -3.6370 -2.4024 1.8349
H -4.7731 -1.0429 3.5359
H -3.6780 0.9826 4.4408
H -1.4272 1.6192 3.6568
H 0.2837 0.7211 4.5290
H 2.3576 1.5238 5.5724
H 4.3901 1.8634 4.2159
H 4.3997 1.2816 1.8359
H 3.7744 -1.1659 0.9748
H 2.8446 -1.6121 -0.4835
H 2.1308 -1.8063 1.1391
H 4.1945 0.8153 -0.1945
H 2.8838 1.9493 -0.5906
H 3.0513 0.4115 -1.4720
C 1.5050 0.5195 -3.8986
Se -0.0280 0.1828 -2.7486
C -0.7499 -1.4576 -3.5501
C 0.2111 -2.5770 -3.8944
Se 1.3654 -3.0862 -2.4201
C 2.3939 -4.4354 -3.3732
H 1.6487 -0.3355 -4.5527
H 2.3900 0.6689 -3.2973
H 1.2920 1.4073 -4.4861
H -1.2457 -1.1139 -4.4605
H -1.5211 -1.7669 -2.8430
H 0.8452 -2.3181 -4.7422
H -0.3844 -3.4473 -4.1797
H 1.7800 -5.3093 -3.5699
H 3.2281 -4.7095 -2.7316
H 2.7749 -4.0123 -4.2987
C -4.1640 0.1906 -1.6930
C -2.9617 1.0406 -1.3651
O -1.9994 0.2492 -0.5890
H -4.8906 0.7917 -2.2360
H -4.6529 -0.1704 -0.7865
H -3.8967 -0.6628 -2.3148
H -3.2283 1.9168 -0.7840
H -2.4236 1.3562 -2.2578
H -2.4451 -0.0271 0.2398
C 1.3884 3.5307 0.9976
Si 0.1377 2.7122 -0.1327
C -1.5444 3.2248 0.5350
C 0.4084 3.4157 -1.8502
H 1.1461 4.5932 0.9128
H 2.4302 3.4181 0.7121
H 1.2860 3.2571 2.0453
H -1.4040 4.0594 1.2210
H -2.0582 2.4367 1.0841
H -2.1933 3.5739 -0.2640
H 0.3057 4.5007 -1.7937
H -0.3172 3.0611 -2.5810
H 1.4116 3.2115 -2.2271
*
```

Properties
relative energy (zero: lowest compared OMol25 entry of this formula, charge and spin) = 0.00 kcal per mole
E_LUMO (spin up / spin down) = -7.62 / -6.57 eV
⟨S²⟩ = 1.107
Kohn-Sham gap (spin up / spin down) = 6.065 / 7.117 eV

=====

Entry 5:
Here is a 2-piece molecular cluster, C2H5O3 overall in a non-equilibrium geometry from the Open Molecules 2025 dataset. Energies are from the ωB97M-V functional and the def2-TZVPD basis.

Structure (ORCA input):
```
! RIJCOSX wB97M-V def2-TZVPD def2/J DEFGRID3
* xyz -1 1
O 0.3074 0.8714 0.0792
C 0.4555 0.2231 -0.9992
O 0.7362 0.6878 -2.1141
C 0.1683 -1.2857 -0.8934
H -0.8920 -1.3048 -1.1682
H 0.7609 -1.9224 -1.5381
H 0.3172 -1.4721 0.1690
H -0.1911 1.0831 1.5174
H -1.0864 1.9547 2.4959
O -0.5760 1.1647 2.4515
*
```

Properties
relative energy (zero: lowest compared OMol25 entry of this formula, charge and spin) = 6.28 kcal per mole
E_LUMO = 4.36 eV
Kohn-Sham gap = 8.658 eV

=====

Entry 6:
Here is a 2-piece molecular cluster, C12H29IO3P overall from the Open Molecules 2025 dataset. Energies are from the ωB97M-V functional and the def2-TZVPD basis.

Structure (ORCA input):
```
! RIJCOSX wB97M-V def2-TZVPD def2/J DEFGRID3
* xyz -1 1
C 4.7370 -1.1616 -2.6820
O 4.3439 0.1155 -2.2542
C 2.9402 0.3501 -2.4136
C 2.1758 -0.0812 -1.1709
C 0.7222 0.3816 -1.1260
C -0.3436 -0.4952 -1.8144
O -1.2941 0.2588 -2.5043
P -0.9615 0.2743 -4.2360
O -0.4772 -1.4411 -3.9736
C 0.2018 -1.5403 -2.8251
I -0.1470 -3.5823 -2.0053
H 4.0779 -1.9457 -2.2952
H 5.7427 -1.3450 -2.3120
H 4.7388 -1.2336 -3.7751
H 2.8260 1.4226 -2.5617
H 2.5984 -0.1708 -3.3105
H 2.7149 0.3614 -0.3277
H 2.2457 -1.1651 -1.0471
H 0.6385 1.3771 -1.5644
H 0.4411 0.4712 -0.0762
H -0.8878 -1.0105 -1.0245
H -1.3332 1.6675 -4.3672
H 0.4207 0.6604 -3.9337
H -0.6226 0.1880 -5.6446
H -2.2972 -0.1765 -4.4920
H 1.2811 -1.5378 -2.9616
C -3.8193 -0.0449 4.4522
C -2.6389 0.9171 4.5524
C -2.2383 1.5309 3.2116
C -1.7856 0.5241 2.1524
C -0.6141 -0.3631 2.5694
C 0.6618 0.4163 2.8772
H -3.5915 -0.8943 3.8074
H -4.0889 -0.4400 5.4332
H -4.6962 0.4597 4.0410
H -1.7840 0.3991 4.9958
H -2.8948 1.7253 5.2437
H -1.4458 2.2651 3.3817
H -3.0881 2.0937 2.8125
H -1.5105 1.0727 1.2473
H -2.6270 -0.1116 1.8654
H -0.4117 -1.0665 1.7589
H -0.8899 -0.9715 3.4360
H 0.9773 0.9988 2.0091
H 1.4782 -0.2583 3.1391
H 0.5247 1.1057 3.7129
*
```

Properties
relative energy (zero: lowest compared OMol25 entry of this formula, charge and spin) = 0.00 kcal per mole
E_LUMO = 2.74 eV
Kohn-Sham gap = 7.372 eV

=====

Entry 7:
Here is C24H36B2N10Os as an isolated structure from the Open Molecules 2025 dataset. Energies are from the ωB97M-V functional and the def2-TZVPD basis.

Structure (ORCA input):
```
! RIJCOSX wB97M-V def2-TZVPD def2/J DEFGRID3
* xyz 2 5
Os 0.0469 0.0163 -0.2514
C 1.8698 -0.2919 -3.3533
C 2.7144 -1.0978 -2.3591
C 3.9809 -1.6258 -3.0268
C 3.0443 -0.2552 -1.1611
C 4.2848 0.2355 -0.7548
C 4.0285 1.0543 0.3253
N 2.7121 1.0515 0.5729
N 2.0956 0.2358 -0.3366
B 1.9272 1.9500 1.5240
N 1.2183 1.0072 2.6053
C 1.3324 0.9788 3.9014
C 0.4936 -0.0567 4.3889
C -0.1252 -0.6260 3.1831
N 0.3206 0.0204 2.1533
C -1.0961 -1.7487 3.1310
C -2.3617 -1.3748 3.9137
C -0.4434 -3.0177 3.6970
N 0.8277 2.7003 0.7798
C 0.6536 4.0244 0.6534
C -0.3095 4.2633 -0.3021
C -0.7050 3.0066 -0.7626
N -0.0205 2.0630 -0.0870
C -1.6578 2.6933 -1.8757
C -3.0023 3.3876 -1.6518
C -1.0315 3.0999 -3.2147
H 1.6397 -0.9009 -4.2268
H 2.4098 0.5960 -3.6871
H 0.9138 0.0306 -2.9267
H 2.1237 -1.9523 -2.0197
H 4.5841 -0.8088 -3.4262
H 3.7150 -2.2745 -3.8597
H 4.5941 -2.2039 -2.3348
H 5.2414 0.0372 -1.2036
H 4.6965 1.6478 0.9281
H 2.6439 2.6903 2.1200
H 1.9759 1.6614 4.4346
H 0.3436 -0.3574 5.4140
H -1.3485 -1.9065 2.0793
H -2.1453 -1.2204 4.9726
H -3.0770 -2.1932 3.8432
H -2.8347 -0.4765 3.5175
H -0.1764 -2.8931 4.7483
H 0.4495 -3.2977 3.1387
H -1.1548 -3.8402 3.6362
H 1.2322 4.7104 1.2507
H -0.6621 5.2219 -0.6396
H -1.8170 1.6139 -1.8917
H -2.8841 4.4719 -1.6348
H -3.4641 3.0811 -0.7119
H -3.6865 3.1417 -2.4630
H -0.8856 4.1799 -3.2643
H -1.6897 2.8104 -4.0330
H -0.0639 2.6188 -3.3679
B -1.8685 -1.9247 -1.9357
N -2.6508 -1.0816 -0.8783
C -3.9386 -1.0309 -0.5645
C -4.1409 -0.0293 0.3883
C -2.8882 0.5000 0.6075
N -1.9843 -0.1444 -0.1637
N -0.7781 -2.7034 -1.1316
C -0.5254 -4.0001 -1.0234
C 0.6055 -4.1834 -0.2217
C 0.9920 -2.9097 0.1291
N 0.1499 -2.0102 -0.4290
H -2.6038 -2.6947 -2.4720
H -1.3004 -1.1475 -2.6679
H -4.6414 -1.6902 -1.0470
H -5.0733 0.2687 0.8342
H -2.5751 1.3080 1.2501
H -1.1494 -4.7193 -1.5282
H 1.0715 -5.1149 0.0464
H 1.8279 -2.5738 0.7228
*
```

Properties
E_LUMO (spin up / spin down) = -5.24 / -9.96 eV
⟨S²⟩ = 6.027
Kohn-Sham gap (spin up / spin down) = 9.380 / 5.090 eV

=====

Entry 8:
Here is a 2-piece molecular cluster, C6H12 overall from the Open Molecules 2025 dataset. Energies are from the ωB97M-V functional and the def2-TZVPD basis.

Structure (ORCA input):
```
! RIJCOSX wB97M-V def2-TZVPD def2/J DEFGRID3
* xyz 0 1
C 2.5447 0.1771 0.7616
C 1.1798 0.5791 0.2850
C 0.1894 0.9923 1.0735
C -1.1706 1.4073 0.5926
H 2.6029 0.1897 1.8551
H 3.3138 0.8567 0.3735
H 2.8068 -0.8308 0.4177
H 1.0023 0.5206 -0.7907
H 0.3613 1.0431 2.1507
H -1.3708 2.4597 0.8288
H -1.9610 0.8175 1.0755
H -1.2626 1.2761 -0.4901
C -1.8711 -1.3180 -1.7070
C -0.8772 -1.8494 -1.0044
H -2.6160 -0.6760 -1.2420
H -1.9828 -1.4989 -2.7733
H -0.7597 -1.6553 0.0588
H -0.1293 -2.4909 -1.4653
*
```

Properties
relative energy (zero: lowest compared OMol25 entry of this formula, charge and spin) = 41.78 kcal per mole
structure (SMILES) = C/C=C/C.C=C
E_LUMO = 1.26 eV
Kohn-Sham gap = 10.371 eV